Record 1
Here is C50H41N2P2SeSiTi as an isolated structure from OMol25. Energies are from wB97M-V/def2-TZVPD.

Output
HOMO-LUMO gap = 7.1484 eV
Relative energy (zero: lowest compared OMol25 entry of this formula, charge and spin) = 0.366 eV
E_LUMO = -3.59 eV

```
! wB97M-V def2-TZVPD RIJCOSX def2/J DEFGRID3
* xyz 1 1
Ti -0.01 -0.29 -0.35
C -1.75 1.96 2.31
Si -0.06 1.29 1.80
C 1.09 2.79 1.55
C 1.18 3.75 2.58
C 2.06 4.82 2.49
C 2.87 4.96 1.37
C 2.78 4.04 0.34
C 1.89 2.98 0.43
P 1.65 1.84 -0.96
C 3.30 1.62 -1.67
C 4.13 0.67 -1.07
C 5.42 0.48 -1.52
C 5.89 1.24 -2.59
C 5.07 2.18 -3.19
C 3.78 2.37 -2.73
C 0.74 2.83 -2.19
C 0.05 3.98 -1.83
C -0.77 4.62 -2.75
C -0.92 4.10 -4.03
C -0.24 2.95 -4.39
C 0.59 2.31 -3.48
C 0.64 0.39 3.32
C 0.56 0.97 4.60
C 1.11 0.34 5.70
C 1.76 -0.89 5.56
C 1.83 -1.48 4.31
C 1.28 -0.84 3.21
P 1.22 -1.67 1.60
C 2.94 -2.12 1.22
C 3.99 -1.48 1.89
C 5.31 -1.78 1.58
C 5.60 -2.71 0.60
C 4.56 -3.35 -0.08
C 3.24 -3.05 0.24
C 0.36 -3.20 2.07
C 0.95 -4.46 2.07
C 0.22 -5.57 2.48
C -1.10 -5.42 2.90
C -1.68 -4.16 2.92
C -0.96 -3.06 2.51
H -1.67 2.37 3.32
H -2.52 1.19 2.33
H -2.08 2.75 1.65
H 0.57 3.65 3.47
H 2.11 5.54 3.29
H 3.56 5.79 1.30
H 3.40 4.15 -0.55
H 3.76 0.07 -0.24
H 6.05 -0.25 -1.05
H 6.90 1.09 -2.95
H 5.44 2.77 -4.02
H 3.15 3.12 -3.21
H 0.15 4.39 -0.83
H -1.30 5.53 -2.47
H -1.56 4.60 -4.74
H -0.35 2.54 -5.39
H 1.11 1.41 -3.77
H 0.06 1.91 4.74
H 1.04 0.80 6.68
H 2.18 -1.38 6.42
H 2.30 -2.45 4.20
H 3.78 -0.74 2.66
H 6.11 -1.28 2.11
H 6.62 -2.95 0.35
H 4.78 -4.08 -0.84
H 2.45 -3.57 -0.29
H 1.98 -4.59 1.77
H 0.68 -6.54 2.48
H -1.66 -6.28 3.22
H -2.70 -4.04 3.26
H -1.43 -2.08 2.51
N -1.56 0.94 -1.34
C -2.82 1.16 -0.68
C -3.35 2.44 -0.65
C -4.53 2.69 0.03
C -5.17 1.65 0.68
C -4.66 0.37 0.61
C -3.48 0.09 -0.08
C -2.99 -1.30 -0.25
C -3.95 -2.31 -0.40
C -3.58 -3.61 -0.66
C -2.24 -3.94 -0.77
C -1.29 -2.95 -0.58
C -1.62 -1.61 -0.33
H -1.21 1.82 -1.70
H -1.70 0.35 -2.17
H -2.82 3.25 -1.16
H -4.94 3.69 0.06
H -6.09 1.84 1.23
H -5.18 -0.44 1.12
H -5.00 -2.05 -0.37
H -4.34 -4.37 -0.81
H -1.93 -4.95 -0.99
H -0.25 -3.24 -0.67
Se 1.56 -1.47 -2.08
C 0.08 -1.19 -3.15
N -0.87 -0.91 -3.74
*
```

---

Record 2
Here is C50H42MoN2P3S2 as an isolated structure from OMol25. Energies are from wB97M-V/def2-TZVPD.

Output
HOMO-LUMO gap (spin up / spin down) = 5.5354 / 5.0687 eV
E_LUMO (spin up / spin down) = -9.74 / -10.16 eV

```
! wB97M-V def2-TZVPD RIJCOSX def2/J DEFGRID3
* xyz 3 1
Mo 0.17 0.05 0.66
S 0.90 -0.63 2.96
P 1.02 -2.46 2.07
C -0.09 -1.95 0.79
P -1.78 -2.38 0.50
S -2.19 -0.42 0.06
C -2.62 -2.96 1.95
C -3.09 -2.04 2.90
C -3.73 -2.51 4.03
C -3.89 -3.87 4.23
C -3.41 -4.78 3.29
C -2.77 -4.33 2.15
C -1.98 -3.52 -0.84
C -0.89 -3.88 -1.63
C -1.07 -4.75 -2.69
C -2.34 -5.24 -2.97
C -3.43 -4.88 -2.20
C -3.26 -4.02 -1.12
C 2.65 -2.77 1.43
C 2.90 -2.93 0.06
C 4.19 -3.19 -0.38
C 5.22 -3.28 0.54
C 4.98 -3.13 1.90
C 3.70 -2.87 2.35
C 0.54 -3.83 3.09
C -0.04 -3.61 4.35
C -0.35 -4.70 5.14
C -0.12 -5.99 4.68
C 0.44 -6.20 3.42
C 0.78 -5.12 2.63
H -2.99 -0.98 2.73
H -4.12 -1.81 4.76
H -4.41 -4.23 5.11
H -3.55 -5.84 3.44
H -2.41 -5.04 1.42
H 0.10 -3.51 -1.39
H -0.22 -5.06 -3.29
H -2.47 -5.93 -3.80
H -4.41 -5.27 -2.42
H -4.11 -3.74 -0.51
H 2.08 -2.86 -0.65
H 4.38 -3.33 -1.43
H 6.23 -3.49 0.20
H 5.79 -3.21 2.61
H 3.51 -2.77 3.41
H -0.22 -2.61 4.70
H -0.78 -4.55 6.12
H -0.36 -6.84 5.30
H 0.63 -7.21 3.07
H 1.25 -5.29 1.66
C -0.99 4.17 3.90
C 0.32 4.60 3.77
C 1.24 3.85 3.05
C 0.85 2.64 2.48
C -0.47 2.22 2.62
C -1.40 2.97 3.32
P 1.89 1.73 1.32
C 3.48 1.32 2.01
C 3.73 1.44 3.37
C 4.98 1.11 3.86
C 5.97 0.64 3.00
C 5.71 0.50 1.64
C 4.46 0.84 1.14
C 2.00 2.75 -0.13
C 3.06 3.57 -0.44
C 2.91 4.54 -1.45
C 1.69 4.70 -2.05
C 0.58 3.88 -1.71
C -0.70 4.10 -2.28
C -1.75 3.33 -1.90
C -1.56 2.25 -1.00
C -0.34 1.93 -0.47
C 0.75 2.83 -0.78
H -1.70 4.77 4.45
H 0.63 5.53 4.22
H 2.26 4.20 2.93
H -0.84 1.25 2.22
H -2.43 2.64 3.41
H 2.97 1.81 4.04
H 5.19 1.22 4.92
H 6.95 0.39 3.39
H 6.48 0.15 0.98
H 4.26 0.74 0.08
H 3.99 3.50 0.10
H 3.74 5.18 -1.72
H 1.54 5.47 -2.80
H -0.83 4.92 -2.99
H -2.74 3.52 -2.29
H -2.46 1.70 -0.77
C 1.90 0.85 -4.21
N 1.38 -0.35 -3.52
C 0.85 -1.46 -4.35
C 1.25 -0.35 -2.25
N 1.17 -0.26 -1.09
H 1.10 1.33 -4.75
H 2.68 0.53 -4.90
H 2.32 1.53 -3.47
H -0.01 -1.09 -4.91
H 0.54 -2.28 -3.71
H 1.63 -1.78 -5.03
*
```

---

Record 3
Here is C50H42MoN5O4 as an isolated structure from OMol25. Energies are from wB97M-V/def2-TZVPD.

Output
HOMO-LUMO gap (spin up / spin down) = 6.9372 / 6.9366 eV
E_LUMO (spin up / spin down) = -3.93 / -3.93 eV

```
! wB97M-V def2-TZVPD RIJCOSX def2/J DEFGRID3
* xyz 1 1
Mo -1.07 -1.28 0.76
C 0.38 -0.47 4.74
C -0.45 0.44 5.38
C -1.67 0.64 4.75
C -1.94 0.14 3.50
N -1.09 -0.71 2.89
C 0.04 -0.99 3.51
N -3.19 0.52 3.06
C -3.61 0.28 1.87
N -3.05 -0.52 0.88
C -3.79 -0.27 -0.23
N -3.69 -0.75 -1.41
C -2.96 -1.84 -1.69
C -3.23 -2.47 -2.91
C -2.64 -3.60 -3.25
C -1.78 -4.22 -2.33
C -1.47 -3.58 -1.20
N -2.04 -2.37 -0.83
C -4.87 0.68 0.08
C -5.76 1.36 -0.77
C -6.51 2.35 -0.28
C -6.42 2.67 1.08
C -5.55 2.03 1.97
C -4.76 1.04 1.38
H 1.38 -0.67 5.13
H -0.26 0.89 6.33
H -2.43 1.31 5.22
H 0.74 -1.65 2.99
H -3.96 -1.97 -3.55
H -2.85 -4.11 -4.17
H -1.40 -5.16 -2.70
H -0.80 -4.08 -0.52
H -5.76 1.20 -1.87
H -7.11 2.94 -0.98
H -7.01 3.53 1.43
H -5.35 2.35 2.98
C 4.42 2.44 -0.40
C 3.72 1.31 -1.08
C 4.41 0.89 -2.38
O 2.37 1.76 -1.39
C 1.38 0.86 -0.87
C 2.23 -0.18 -0.07
O 3.58 0.16 -0.31
C 1.94 -1.63 -0.46
O 0.44 -1.74 -0.28
C 2.49 -2.62 0.54
C 2.10 -3.95 0.48
C 2.39 -4.89 1.46
C 3.05 -4.47 2.57
C 3.53 -3.19 2.63
C 3.30 -2.30 1.61
C 2.21 -1.96 -1.91
C 3.43 -2.49 -2.32
C 3.74 -2.67 -3.66
C 2.73 -2.37 -4.60
C 1.45 -1.99 -4.12
C 1.21 -1.78 -2.79
C 0.17 1.50 -0.10
O -0.38 0.49 0.70
C 0.81 2.62 0.82
C 1.06 3.92 0.31
C 1.74 4.87 1.06
C 2.14 4.60 2.37
C 1.72 3.37 2.95
C 1.04 2.43 2.21
C -0.87 2.17 -1.06
C -0.67 2.41 -2.40
C -1.64 3.03 -3.12
C -2.73 3.68 -2.51
C -2.91 3.38 -1.15
C -1.96 2.68 -0.45
H 4.43 3.38 -1.08
H 5.46 2.23 -0.17
H 3.96 2.61 0.56
H 4.28 1.71 -3.07
H 3.89 0.02 -2.81
H 5.44 0.70 -2.10
H 0.95 0.35 -1.76
H 2.05 -0.07 1.02
H 1.39 -4.36 -0.26
H 2.05 -5.87 1.21
H 3.21 -5.19 3.39
H 4.23 -2.88 3.42
H 3.67 -1.31 1.68
H 4.09 -2.72 -1.51
H 4.70 -2.99 -3.95
H 2.93 -2.43 -5.69
H 0.66 -1.75 -4.83
H 0.16 -1.58 -2.63
H 0.86 4.18 -0.72
H 2.05 5.83 0.62
H 2.64 5.37 2.93
H 1.86 3.25 4.05
H 0.73 1.52 2.63
H 0.34 2.20 -2.87
H -1.42 3.16 -4.17
H -3.56 4.20 -3.06
H -3.72 3.84 -0.64
H -2.01 2.46 0.60
C -0.99 -2.92 1.64
H -1.85 -3.30 2.20
H -0.16 -3.65 1.81
*
```